DFT (ωB97M-V/def2-TZVPD) results for a single C4H5NO molecule at a distorted geometry.

Geometry as XYZ:
```
11
Properties=species:S:1:pos:R:3
H 0.33 -0.58 -2.22
N -0.35 0.20 -2.17
C -0.20 0.35 -0.94
C 0.92 -0.38 -0.04
C 0.50 0.31 1.30
C -0.65 0.36 0.38
O -1.61 -0.55 0.63
H 1.61 0.39 -0.45
H 0.30 -0.35 2.14
H 1.04 1.21 1.57
H -1.89 -0.97 -0.20
```

Output
Kohn-Sham gap   8.8 eV
LUMO level   0.24 eV
Structure (SMILES)   [H]/N=C1\[C@H]2C[C@@]12O
Net charge   0
Energy relative to the best compared isomer or geometry (same formula, charge and spin)   130.34 kcal/mol

Partial charges, Mulliken, in e:
1 H 0.38
2 N -0.70
3 C 0.44
4 C -0.69
5 C -0.35
6 C 0.37
7 O -0.44
8 H 0.17
9 H 0.22
10 H 0.27
11 H 0.34